# 1
{"formula": "C19H42LuNO3P3", "method": "ωB97M-V with the def2-TZVPD basis set", "de_lowest_ev": 3.015, "multiplicity": 1, "homo_lumo_gap_ev": [4.1, 4.1], "total_charge": 3, "elements": ["Lu", "P", "P", "P", "H", "C", "C", "H", "C", "C", "C", "C", "C", "C", "C", "C", "C", "H", "H", "H", "H", "H", "H", "H", "H", "H", "H", "H", "H", "H", "H", "H", "H", "H", "H", "H", "H", "H", "H", "H", "H", "H", "H", "H", "H", "H", "C", "C", "C", "C", "C", "C", "O", "H", "H", "H", "H", "H", "H", "N", "C", "C", "O", "O", "H", "H", "H", "H", "H"], "xyz": [[-1.533, 1.748, -0.685], [-1.908, -1.496, 0.673], [1.288, -0.970, 2.347], [1.738, -1.956, -1.147], [-2.031, 4.236, -1.697], [-1.864, 3.274, -2.222], [-2.915, 2.298, -2.294], [-3.911, 2.511, -1.861], [-3.536, -1.092, 1.427], [-1.505, -2.880, 1.853], [-2.494, -2.577, -0.696], [2.619, 0.289, 2.414], [0.275, -0.430, 3.790], [2.204, -2.406, 3.074], [0.950, -2.104, -2.738], [1.799, -3.564, -0.368], [3.327, -1.137, -1.208], [-1.137, 3.360, -3.041], [-2.968, 1.581, -3.125], [-3.854, -0.094, 1.100], [-3.460, -1.100, 2.522], [-4.282, -1.832, 1.110], [-1.236, -2.488, 2.845], [-0.677, -3.502, 1.484], [-2.399, -3.516, 1.958], [-2.641, -1.964, -1.593], [-3.449, -3.035, -0.409], [-1.764, -3.365, -0.919], [2.821, 0.549, 3.461], [2.289, 1.181, 1.865], [3.535, -0.101, 1.949], [0.361, -1.171, 4.596], [-0.778, -0.372, 3.483], [0.616, 0.543, 4.174], [3.248, -2.388, 2.730], [1.732, -3.333, 2.717], [2.175, -2.388, 4.173], [1.137, -3.105, -3.156], [1.341, -1.343, -3.425], [-0.136, -1.952, -2.640], [2.093, -4.291, -1.138], [0.819, -3.854, 0.030], [2.532, -3.582, 0.446], [3.793, -1.347, -2.174], [3.956, -1.492, -0.386], [3.162, -0.059, -1.095], [0.791, 1.384, -2.713], [1.910, 2.252, -2.808], [2.397, 2.605, -4.061], [1.821, 2.085, -5.229], [0.709, 1.235, -5.134], [0.158, 0.909, -3.899], [0.349, 0.961, -1.507], [1.024, -0.999, -0.393], [2.334, 2.680, -1.899], [3.244, 3.296, -4.150], [2.237, 2.325, -6.208], [0.267, 0.799, -6.040], [-0.729, 0.275, -3.822], [-1.063, 2.910, 3.930], [-2.056, 3.567, 2.990], [-1.871, 2.925, 1.674], [-2.701, 3.057, 0.706], [-0.837, 2.179, 1.505], [-1.155, 1.874, 3.971], [-1.162, 3.234, 4.903], [-0.098, 3.114, 3.639], [-3.056, 3.406, 3.382], [-1.848, 4.639, 2.960]], "lowdin_charge": [1.77, 0.76, 0.77, 0.86, 0.12, -0.10, -0.12, 0.12, -0.30, -0.28, -0.29, -0.30, -0.30, -0.28, -0.19, -0.19, -0.18, 0.11, 0.11, 0.01, 0.05, 0.06, 0.02, 0.02, 0.07, 0.03, 0.06, 0.04, 0.05, 0.03, 0.04, 0.06, 0.00, 0.03, 0.05, 0.02, 0.05, 0.08, 0.06, 0.05, 0.08, 0.04, 0.05, 0.08, 0.06, 0.05, -0.47, -0.03, -0.06, -0.05, -0.07, -0.09, -0.38, -0.04, 0.12, 0.13, 0.12, 0.13, 0.10, 0.21, 0.00, -0.59, -0.11, -0.12, 0.15, 0.20, 0.18, 0.16, 0.17]}

***

# 2
{"formula": "C19H42N2O3", "method": "ωB97M-V with the def2-TZVPD basis set", "de_lowest_ev": 0.000, "multiplicity": 1, "homo_lumo_gap_ev": 8.6, "elements": ["C", "C", "C", "C", "C", "C", "C", "C", "C", "N", "O", "H", "H", "H", "H", "H", "H", "H", "H", "H", "H", "H", "H", "H", "H", "H", "H", "H", "H", "H", "C", "C", "C", "C", "C", "C", "C", "C", "C", "N", "O", "H", "H", "H", "H", "H", "H", "H", "H", "H", "H", "H", "H", "H", "H", "H", "H", "H", "H", "H", "C", "O", "H", "H", "H", "H"], "xyz": [[-1.333, -0.596, 23.918], [-0.919, 0.296, 25.044], [-1.272, 1.794, 24.685], [-1.682, -0.114, 26.245], [-1.144, 0.456, 27.602], [0.287, 0.219, 27.856], [1.282, 0.519, 26.653], [1.776, 2.009, 26.759], [2.520, -0.387, 26.777], [0.599, 0.099, 25.377], [1.409, 0.234, 24.341], [-0.680, -0.572, 23.046], [-1.221, -1.614, 24.293], [-2.371, -0.489, 23.604], [-0.425, 2.408, 24.380], [-2.063, 1.828, 23.936], [-1.761, 2.338, 25.493], [-2.732, 0.167, 26.165], [-1.857, -1.180, 26.395], [-1.357, 1.480, 27.909], [-1.587, -0.135, 28.404], [0.327, -0.824, 28.170], [0.614, 0.968, 28.577], [0.856, 2.591, 26.812], [2.242, 2.347, 25.833], [2.545, 2.099, 27.526], [3.382, 0.093, 26.313], [2.433, -1.325, 26.229], [2.864, -0.605, 27.788], [1.748, -0.644, 24.153], [9.700, -12.929, 19.360], [10.504, -13.877, 20.319], [11.882, -14.295, 19.687], [10.916, -12.898, 21.539], [11.246, -13.789, 22.783], [10.267, -14.959, 22.964], [9.827, -15.862, 21.795], [10.921, -17.033, 21.540], [8.421, -16.483, 22.160], [9.641, -14.954, 20.637], [9.238, -15.628, 19.520], [9.339, -13.379, 18.435], [10.092, -11.914, 19.305], [8.739, -12.826, 19.863], [11.827, -14.880, 18.769], [12.428, -14.925, 20.389], [12.576, -13.476, 19.501], [11.741, -12.187, 21.522], [10.125, -12.205, 21.825], [11.280, -13.184, 23.688], [12.238, -14.230, 22.694], [9.391, -14.560, 23.476], [10.682, -15.580, 23.758], [11.966, -16.966, 21.844], [10.630, -17.821, 22.235], [10.735, -17.480, 20.564], [8.179, -17.101, 21.295], [8.522, -17.029, 23.098], [7.594, -15.799, 22.347], [8.297, -15.521, 19.677], [5.687, -6.690, 19.012], [5.307, -5.387, 19.420], [4.779, -7.242, 18.767], [6.192, -6.703, 18.046], [6.418, -7.241, 19.604], [4.926, -5.049, 18.607]], "lowdin_charge": [-0.05, -0.47, -0.01, -0.15, -0.19, -0.16, -0.45, -0.03, -0.05, -0.14, -0.02, 0.08, 0.08, 0.09, 0.08, 0.07, 0.07, 0.12, 0.12, 0.11, 0.11, 0.12, 0.11, 0.07, 0.07, 0.08, 0.07, 0.08, 0.08, 0.11, -0.04, -0.46, -0.03, -0.11, -0.18, -0.15, -0.43, -0.02, -0.03, -0.17, 0.00, 0.07, 0.08, 0.07, 0.08, 0.06, 0.08, 0.11, 0.10, 0.11, 0.10, 0.11, 0.11, 0.07, 0.06, 0.07, 0.07, 0.08, 0.08, 0.11, -0.18, -0.11, 0.07, 0.07, 0.08, 0.07]}

***

# 3
{"formula": "C19H43ErN2OP3Se", "method": "ωB97M-V with the def2-TZVPD basis set", "multiplicity": 4, "homo_lumo_gap_ev": [3.6, 3.8], "total_charge": 3, "elements": ["Er", "P", "P", "P", "H", "C", "C", "H", "C", "C", "C", "C", "C", "C", "C", "C", "C", "H", "H", "H", "H", "H", "H", "H", "H", "H", "H", "H", "H", "H", "H", "H", "H", "H", "H", "H", "H", "H", "H", "H", "H", "H", "H", "H", "H", "H", "C", "C", "C", "C", "C", "C", "Se", "H", "H", "H", "H", "H", "H", "C", "N", "C", "N", "O", "H", "H", "H", "H", "H", "H"], "xyz": [[-0.306, -0.364, 0.518], [-0.966, -2.602, -1.379], [2.223, -1.489, -0.105], [-2.754, 0.534, -0.388], [3.298, 6.149, 1.129], [2.485, 6.448, 1.818], [2.068, 5.534, 2.717], [2.691, 4.671, 2.934], [-0.713, -2.407, -3.203], [-0.129, -4.234, -1.097], [-2.748, -3.122, -1.343], [3.436, -0.226, 0.440], [2.898, -2.985, 0.750], [2.838, -1.808, -1.819], [-2.556, 2.244, 0.234], [-4.358, 0.041, 0.361], [-3.196, 0.825, -2.138], [2.186, 7.518, 1.744], [1.150, 5.629, 3.298], [-1.012, -3.339, -3.710], [0.344, -2.191, -3.414], [-1.317, -1.570, -3.583], [-0.627, -4.960, -1.757], [-0.256, -4.548, -0.050], [0.949, -4.224, -1.321], [-2.819, -4.044, -1.946], [-3.426, -2.357, -1.758], [-3.067, -3.338, -0.308], [4.430, -0.690, 0.511], [3.135, 0.173, 1.416], [3.458, 0.606, -0.273], [3.930, -3.151, 0.401], [2.280, -3.867, 0.519], [2.905, -2.840, 1.840], [3.891, -2.114, -1.746], [2.770, -0.878, -2.401], [2.263, -2.580, -2.352], [-3.548, 2.713, 0.261], [-1.873, 2.840, -0.382], [-2.139, 2.213, 1.249], [-5.078, 0.854, 0.195], [-4.220, -0.110, 1.440], [-4.745, -0.898, -0.056], [-4.088, 1.468, -2.187], [-3.396, -0.133, -2.638], [-2.348, 1.307, -2.643], [0.918, 2.537, -1.740], [1.314, 3.073, -0.491], [1.676, 4.411, -0.401], [1.602, 5.246, -1.510], [1.164, 4.740, -2.745], [0.803, 3.395, -2.853], [0.552, 0.730, -1.981], [0.703, 0.861, 1.667], [1.334, 2.436, 0.405], [1.993, 4.779, 0.573], [1.897, 6.285, -1.368], [1.111, 5.352, -3.626], [0.456, 2.971, -3.784], [-2.160, -3.897, 3.133], [-1.025, -3.266, 3.806], [-0.363, -2.251, 3.244], [0.714, -1.732, 3.875], [-0.690, -1.748, 2.097], [-2.223, -3.483, 2.131], [-3.081, -3.679, 3.682], [-1.982, -4.974, 3.092], [-0.757, -3.504, 4.752], [1.105, -0.883, 3.489], [0.996, -2.095, 4.776]], "lowdin_spin": [3.03, 0.01, 0.06, 0.01, 0.00, -0.01, -0.01, 0.00, 0.00, 0.00, 0.00, 0.01, 0.02, 0.01, 0.00, 0.00, 0.01, 0.00, 0.00, 0.00, 0.00, 0.00, 0.00, 0.00, 0.00, 0.00, 0.00, 0.00, 0.00, 0.00, 0.00, 0.00, 0.00, 0.00, 0.00, 0.00, 0.00, 0.00, 0.00, 0.00, 0.00, 0.00, 0.00, 0.00, 0.00, 0.01, -0.13, -0.02, -0.05, -0.19, -0.04, -0.04, 0.32, 0.00, 0.00, 0.00, -0.01, 0.00, 0.00, 0.00, 0.00, 0.00, 0.00, 0.00, 0.00, 0.00, 0.00, 0.00, 0.00, 0.00]}